Density functional theory data (ωB97M-V/def2-TZVPD) for a single C7H9N2OP molecule.

Output
* SMILES: Cc1cccc2c1N(N)PO2
* DFT total energy: -21719.43754 eV
* gap between HOMO and LUMO: 9.3 eV
* LUMO energy: 0.8 eV
* ΔE to the lowest compared entry with this formula, charge and spin: 33.1 kcal/mol

The geometry in XYZ format:
```
20
C7H9N2OP, DFT ωB97M-V/def2-TZVPD
C -0.895 -2.289 0.275
C -1.596 -1.110 0.092
C 0.501 -2.299 0.260
C -0.951 0.117 -0.231
C 0.418 0.057 -0.126
C 1.192 -1.135 -0.088
C -1.807 1.335 -0.531
N 1.331 1.217 -0.314
N 1.141 2.118 0.942
O 2.594 -0.930 -0.123
P 2.987 0.729 -0.453
H -1.374 -3.206 0.640
H -2.700 -1.027 0.074
H 1.043 -3.234 0.458
H -1.083 2.038 -0.946
H -2.632 1.183 -1.261
H -2.537 1.636 0.447
H 1.226 1.577 1.794
H 0.157 2.479 0.933
H 2.984 0.743 -1.842
```

Results of the Mulliken charge analysis, in e, for atoms 1 through 2:
1 C -0.50
2 C -0.57